{
  "formula": "C29H29ClN4O7S",
  "method": "the ωB97M-V functional and the def2-TZVPD basis",
  "gap_ev": 2.86,
  "e_lumo_ha": -0.1234,
  "homo_energy_ha": -0.2284,
  "spin_multiplicity": 1,
  "species": ["O", "N", "O", "C", "C", "C", "C", "S", "C", "Cl", "O", "O", "C", "C", "H", "H", "H", "H", "H", "C", "N", "C", "O", "C", "C", "C", "C", "C", "C", "C", "C", "N", "C", "C", "C", "C", "C", "C", "C", "N", "O", "O", "C", "C", "C", "C", "C", "H", "H", "H", "H", "H", "H", "H", "H", "H", "H", "H", "H", "H", "H", "H", "H", "H", "H", "H", "H", "H", "H", "H", "H"],
  "coordinates": [[-1.77406, -5.42025, 2.94359], [-1.77211, -5.24107, 1.70424], [-1.64191, -6.16689, 0.86916], [-1.97128, -3.92322, 1.21014], [-2.08400, -3.73620, -0.18137], [-2.48377, -2.49184, -0.66305], [-2.79220, -1.44836, 0.23055], [-3.49131, 0.11294, -0.41366], [-2.37482, 1.39339, -0.78899], [-1.82646, 1.56410, -2.36369], [-4.13838, -0.34823, -1.61976], [-4.26820, 0.60706, 0.71101], [-2.66687, -1.64976, 1.61942], [-2.25917, -2.88486, 2.11739], [-1.86025, -4.56067, -0.85891], [-2.54515, -2.32424, -1.73718], [-1.82081, 1.94611, 0.00648], [-2.87243, -0.83614, 2.31315], [-2.15876, -3.05784, 3.18913], [-8.13445, 8.97009, -4.34447], [-7.64927, 7.78596, -3.66877], [-8.49783, 6.78350, -3.29955], [-9.71791, 6.80616, -3.45341], [-7.65870, 5.69019, -2.63156], [-7.78103, 4.36253, -3.36334], [-9.18938, 3.83958, -3.28741], [-9.91617, 3.58753, -4.45283], [-11.24362, 3.16513, -4.37190], [-11.82376, 2.96558, -3.11083], [-11.11047, 3.25407, -1.93581], [-9.78577, 3.67268, -2.04162], [-6.30091, 6.24999, -2.68729], [-5.25978, 5.53471, -2.18861], [-3.92275, 5.93639, -2.25330], [-2.81319, 5.27700, -1.70466], [-1.49201, 5.87873, -1.80058], [-0.31487, 5.25892, -1.26904], [0.94170, 5.85003, -1.34014], [1.11665, 7.08851, -1.99595], [2.40271, 7.67962, -2.10813], [2.51613, 8.77416, -2.70486], [3.39489, 7.09984, -1.61581], [-0.00280, 7.72843, -2.54896], [-1.25156, 7.13634, -2.46442], [-6.23956, 7.55159, -3.38040], [-5.44647, 7.49533, -4.70207], [-5.70140, 8.69962, -2.51058], [-9.21700, 8.89861, -4.44914], [-7.89046, 9.86691, -3.76731], [-7.68934, 9.06630, -5.34006], [-8.01765, 5.57464, -1.58508], [-7.47843, 4.49319, -4.40972], [-7.07839, 3.65508, -2.90949], [-9.44438, 3.76788, -5.41740], [-11.81042, 2.97322, -5.29291], [-12.85377, 2.62175, -3.03639], [-11.55972, 3.13358, -0.94571], [-9.20365, 3.92090, -1.15627], [-5.51800, 4.58891, -1.68356], [-3.72045, 6.86353, -2.78602], [-3.00137, 4.35486, -1.14884], [-0.43185, 4.26886, -0.82050], [1.81383, 5.37905, -0.89330], [0.14691, 8.69006, -3.03514], [-2.05892, 7.66598, -2.96611], [-5.93233, 6.82076, -5.42149], [-5.40982, 8.50347, -5.13853], [-4.41900, 7.15318, -4.54830], [-6.39500, 8.89383, -1.68089], [-4.71580, 8.45499, -2.10529], [-5.62309, 9.60726, -3.12732]],
  "forces_ev_per_angstrom": [[0.107, 0.252, -2.274], [0.446, -2.810, 0.980], [-0.133, 1.611, 1.683], [-0.993, 1.589, -0.692], [0.150, 0.226, 0.502], [0.215, 0.252, 0.326], [0.227, -0.334, 0.266], [0.754, 1.284, 0.335], [-0.961, -0.658, 2.110], [0.712, 0.258, -1.403], [-0.022, 0.266, -0.166], [0.093, -0.346, -0.045], [0.302, -0.024, -0.407], [0.236, -0.205, -0.473], [-0.130, 0.279, 0.283], [-0.169, -0.002, 0.301], [-0.679, -0.916, -0.633], [-0.122, -0.172, -0.274], [-0.107, -0.001, -0.391], [0.262, 0.298, -0.089], [-0.299, -0.552, 0.082], [-1.331, 0.491, -0.002], [1.833, -0.290, 0.258], [-0.705, 0.419, 0.267], [0.157, -0.269, -0.206], [-0.282, -0.100, -0.232], [-0.145, 0.123, 0.306], [0.105, -0.231, 0.271], [0.056, 0.305, 0.076], [0.181, -0.218, -0.432], [-0.260, 0.032, -0.080], [1.498, -1.532, 1.022], [-1.265, 0.661, -0.320], [1.408, 0.074, 0.130], [-1.533, 0.762, -0.555], [1.901, 0.798, -0.400], [-1.107, -0.044, -0.134], [0.343, 0.615, -0.310], [-2.259, -1.408, 0.490], [3.620, 1.644, -0.258], [-0.710, -1.923, 0.967], [-2.160, 0.636, -0.712], [0.459, -0.158, 0.133], [-0.366, -0.611, 0.234], [0.143, 0.829, -0.701], [-0.049, -0.222, -0.132], [-0.145, -0.154, 0.264], [0.151, -0.140, 0.104], [-0.084, -0.063, -0.064], [-0.075, -0.033, 0.093], [0.419, 0.190, -0.567], [-0.019, -0.009, 0.138], [-0.080, -0.042, -0.077], [-0.134, -0.100, 0.127], [0.228, 0.077, 0.530], [0.202, 0.075, -0.047], [0.068, 0.007, -0.456], [-0.226, -0.227, 0.027], [0.027, 0.514, -0.305], [-0.128, -0.423, 0.297], [0.457, -0.051, -0.172], [0.158, 0.344, -0.010], [-0.228, -0.019, -0.167], [-0.151, -0.277, 0.029], [0.153, -0.088, 0.245], [0.131, 0.143, 0.246], [-0.007, -0.341, 0.118], [-0.219, 0.114, -0.121], [0.250, -0.060, -0.161], [-0.181, 0.210, -0.043], [0.014, -0.323, 0.268]],
  "lowdin_charge": [0.047, -0.324, 0.045, -0.166, 0.016, -0.040, -0.232, 0.522, -0.862, 0.521, -0.370, -0.374, -0.044, 0.014, 0.121, 0.116, 0.015, 0.113, 0.120, -0.002, -0.037, -0.363, 0.095, -0.160, -0.085, -0.240, -0.039, -0.070, -0.079, -0.062, -0.045, 0.053, 0.039, -0.062, 0.061, -0.166, 0.016, 0.035, -0.142, -0.315, 0.063, 0.074, 0.017, 0.001, -0.458, 0.012, 0.012, 0.099, 0.094, 0.095, 0.168, 0.133, 0.126, 0.113, 0.109, 0.101, 0.109, 0.112, 0.164, 0.054, 0.116, 0.117, 0.127, 0.125, 0.100, 0.104, 0.092, 0.075, 0.107, 0.076, 0.094]
}